Entry 1:
Below is one molecule with the formula C4H11N3, with properties calculated with ωB97M-V with the def2-TZVPD basis set.

```
18
Properties=species:S:1:pos:R:3:nbo_charge:R:1
H 2.16975 -0.90818 0.62354 0.33
N 2.26358 -0.25555 1.40530 -0.68
C 1.20915 0.31191 1.84410 0.29
N -0.14482 0.29704 1.46781 -0.67
C -0.38205 0.93853 0.07229 -0.22
C -1.56638 0.37545 -0.63776 -0.43
C -1.14451 -0.90022 -1.40504 -0.23
N -0.04172 -0.76863 -2.42957 -0.81
H 1.35118 0.77093 2.83942 0.14
H -0.68672 0.59369 2.33878 0.39
H 0.50458 0.82937 -0.53806 0.20
H -0.45591 1.96465 0.29767 0.19
H -2.32285 0.00743 0.25849 0.21
H -2.00708 1.24842 -1.15359 0.22
H -0.76523 -1.56853 -0.63590 0.19
H -1.91193 -1.44475 -1.88269 0.20
H 0.78117 -0.97718 -1.82127 0.34
H 0.10656 0.22014 -2.67264 0.34
```

Computed properties:
ΔE to the lowest compared entry with this formula, charge and spin (eV): 2.7337
Spin multiplicity: 1
Structure (SMILES): [H]/N=C\NCCCN
Gap between HOMO and LUMO (Ha): 0.3717
E_HOMO (eV): -9.246



Entry 2:
Below is one molecule with the formula C4H11N3, with properties calculated with ωB97M-V with the def2-TZVPD basis set.

```
18
Properties=species:S:1:pos:R:3:nbo_charge:R:1
C -0.38642 -3.01987 0.52239 -0.59
C -0.87358 2.63700 -1.44393 -0.61
C 0.10105 -1.75049 1.29560 -0.25
C 0.33785 2.25609 -0.38349 -0.24
N 1.02822 0.04681 0.07764 0.06
N 1.05650 -1.07321 0.55166 -0.32
N 0.14714 0.92874 0.11943 -0.37
H -0.93048 -2.79649 -0.36497 0.20
H -1.04911 -3.54921 1.22360 0.20
H 0.55761 -3.59565 0.33188 0.21
H -1.04205 3.67715 -1.46661 0.20
H -1.84615 2.12898 -1.23729 0.22
H -0.54515 2.37405 -2.41562 0.20
H 0.72662 -2.34684 2.16613 0.19
H -0.77777 -1.36400 1.75615 0.20
H 0.29814 2.81938 0.51234 0.20
H 1.33665 2.34851 -0.80096 0.16
H 1.86094 0.27905 -0.44395 0.35
```

Computed properties:
ΔE to the lowest compared entry with this formula, charge and spin (eV): 4.9472
Spin multiplicity: 1
Gap between HOMO and LUMO (Ha): 0.3305
E_HOMO (eV): -7.949



Repeat the second record exactly.
Below is one molecule with the formula C4H11N3, with properties calculated with ωB97M-V with the def2-TZVPD basis set.

```
18
Properties=species:S:1:pos:R:3:nbo_charge:R:1
C -0.38642 -3.01987 0.52239 -0.59
C -0.87358 2.63700 -1.44393 -0.61
C 0.10105 -1.75049 1.29560 -0.25
C 0.33785 2.25609 -0.38349 -0.24
N 1.02822 0.04681 0.07764 0.06
N 1.05650 -1.07321 0.55166 -0.32
N 0.14714 0.92874 0.11943 -0.37
H -0.93048 -2.79649 -0.36497 0.20
H -1.04911 -3.54921 1.22360 0.20
H 0.55761 -3.59565 0.33188 0.21
H -1.04205 3.67715 -1.46661 0.20
H -1.84615 2.12898 -1.23729 0.22
H -0.54515 2.37405 -2.41562 0.20
H 0.72662 -2.34684 2.16613 0.19
H -0.77777 -1.36400 1.75615 0.20
H 0.29814 2.81938 0.51234 0.20
H 1.33665 2.34851 -0.80096 0.16
H 1.86094 0.27905 -0.44395 0.35
```

Computed properties:
ΔE to the lowest compared entry with this formula, charge and spin (eV): 4.9472
Spin multiplicity: 1
Gap between HOMO and LUMO (Ha): 0.3305
E_HOMO (eV): -7.949